Entry from the OMol25 dataset: a molecular structure, C44H38CsN6O3SSbSe8 (wB97M-V/def2-TZVPD).

XYZ file:
```
102
Properties=species:S:1:pos:R:3:forces:R:3:mulliken_charge:R:1
Cs -0.214 0.502 -0.235 0.016 -0.799 -0.448 -0.084
Se -5.647 0.093 -1.998 0.034 -0.025 0.010 -0.148
Se -4.405 -1.813 -1.735 -0.031 0.027 -0.003 -0.149
C -2.805 -1.329 -2.702 0.015 -0.023 -0.006 0.157
C -1.947 -2.368 -3.047 0.007 0.008 -0.004 -0.340
C -0.762 -2.042 -3.678 0.011 -0.023 0.011 -0.567
C -0.491 -0.707 -3.945 0.009 0.021 0.042 0.022
C -1.415 0.251 -3.555 -0.009 0.007 0.012 -0.647
N -2.560 -0.057 -2.938 -0.037 -0.012 -0.076 0.040
C -4.785 1.295 -0.747 0.034 -0.020 -0.025 0.536
C -5.398 2.529 -0.590 -0.012 0.001 -0.010 -0.736
C -4.773 3.465 0.219 0.002 -0.004 0.001 -0.484
C -3.581 3.131 0.836 0.017 0.011 -0.054 -1.114
C -3.076 1.862 0.615 -0.044 0.074 0.027 0.112
N -3.657 0.944 -0.162 -0.090 0.029 0.051 0.176
H -2.195 -3.391 -2.806 -0.004 0.001 -0.002 0.538
H -0.054 -2.821 -3.930 0.011 0.005 0.011 0.324
H 0.433 -0.407 -4.414 0.016 -0.005 0.009 0.252
H -1.217 1.310 -3.687 -0.016 -0.004 -0.035 0.375
H -6.324 2.755 -1.106 -0.001 0.000 -0.001 0.328
H -5.199 4.453 0.343 0.001 -0.001 0.001 0.414
H -2.996 3.839 1.413 -0.004 -0.002 0.004 0.190
H -2.136 1.579 1.071 -0.359 0.168 0.290 0.340
O 6.808 -0.548 2.337 -0.003 -0.014 -0.007 -0.592
C 5.441 -0.405 2.726 -0.006 -0.002 0.002 -0.932
C 4.473 -0.667 1.605 -0.001 -0.007 0.006 0.857
C 3.536 -1.691 1.668 0.008 0.000 0.003 -0.635
C 2.636 -1.817 0.625 -0.037 0.006 -0.005 -0.975
N 2.610 -1.009 -0.429 -0.013 -0.042 -0.049 0.692
C 3.505 -0.021 -0.502 -0.032 -0.025 0.012 0.119
C 4.461 0.160 0.497 0.000 0.011 -0.001 -0.442
C 3.409 0.915 -1.666 -0.042 -0.033 0.031 0.232
C 4.095 2.126 -1.651 -0.009 0.030 0.020 -0.203
C 3.968 3.004 -2.711 0.016 -0.017 0.001 0.129
C 4.709 4.320 -2.733 -0.045 -0.009 -0.070 -1.205
O 5.347 4.631 -1.525 -0.176 0.110 0.190 -0.526
C 3.119 2.639 -3.745 0.011 -0.025 -0.020 -0.979
C 2.475 1.420 -3.676 0.017 0.026 -0.014 -0.252
N 2.613 0.552 -2.675 0.036 -0.009 -0.030 0.531
H 6.947 0.004 1.561 0.003 0.009 0.006 0.400
H 5.257 0.601 3.120 0.002 0.003 -0.004 0.257
H 5.284 -1.121 3.533 0.002 0.003 0.003 0.354
H 3.498 -2.366 2.515 0.002 0.001 0.002 0.411
H 1.883 -2.602 0.641 -0.004 0.002 0.000 0.390
H 5.144 0.997 0.442 0.003 -0.006 0.001 0.397
H 4.673 2.443 -0.798 -0.006 -0.009 -0.001 0.709
H 3.997 5.103 -3.017 -0.008 -0.006 0.028 0.358
H 5.483 4.264 -3.508 -0.016 0.012 -0.008 0.341
H 4.633 4.984 -0.935 0.087 -0.048 -0.089 0.137
H 2.924 3.310 -4.573 0.000 0.001 0.001 0.363
H 1.796 1.135 -4.473 -0.004 -0.006 0.000 0.216
Se -0.537 -5.368 -1.269 -0.014 0.043 0.021 -0.069
Se 1.606 -6.059 -0.827 0.022 -0.037 -0.008 -0.154
C 2.657 -4.607 -1.574 0.007 0.011 -0.036 0.429
C 4.017 -4.618 -1.291 -0.002 0.014 0.009 -0.681
C 4.796 -3.616 -1.850 -0.011 0.018 0.027 -0.443
C 4.187 -2.649 -2.631 -0.035 0.025 0.016 -0.668
C 2.814 -2.718 -2.816 -0.005 -0.006 -0.039 0.298
N 2.062 -3.701 -2.320 0.007 -0.032 0.023 -0.037
C -1.010 -4.373 0.323 0.021 -0.097 0.009 0.275
C -0.508 -4.672 1.583 -0.021 0.016 0.001 -0.421
C -1.034 -3.980 2.660 0.002 -0.002 -0.017 -0.422
C -2.015 -3.024 2.437 0.018 0.005 0.022 -0.793
C -2.419 -2.781 1.137 0.017 0.031 -0.066 -0.018
N -1.935 -3.459 0.089 -0.023 0.011 0.034 0.008
H 4.445 -5.372 -0.642 0.004 -0.003 -0.002 0.354
H 5.859 -3.576 -1.646 0.002 -0.006 -0.008 0.401
H 4.740 -1.817 -3.045 0.001 0.004 0.000 0.428
H 2.299 -1.930 -3.351 0.003 -0.011 0.013 -0.013
H 0.253 -5.429 1.709 0.014 0.003 -0.003 0.359
H -0.687 -4.181 3.667 0.003 -0.003 -0.005 0.467
H -2.445 -2.451 3.246 -0.008 -0.006 -0.007 0.701
H -3.142 -2.005 0.909 -0.021 -0.017 0.000 0.088
Se 2.505 6.021 -0.388 0.085 -0.098 -0.022 -0.788
Sb 0.868 4.287 0.256 -0.070 0.279 0.002 0.984
Se -0.381 3.453 -1.730 0.005 0.226 -0.117 -0.626
Se 2.048 2.330 1.225 0.399 0.151 0.416 -0.568
Se -0.714 5.165 1.940 0.034 -0.013 0.025 -0.817
O -1.740 0.110 3.134 0.112 0.031 -0.063 -0.585
S -0.451 -0.452 3.632 0.132 0.070 -0.062 1.156
C -0.856 -1.236 5.205 -0.004 0.009 0.005 0.206
C -2.046 -0.890 5.824 0.005 -0.001 0.006 -0.383
C -2.390 -1.504 7.020 -0.002 -0.004 -0.001 -0.695
C -1.552 -2.459 7.582 0.003 0.005 0.005 -0.470
C -0.368 -2.808 6.945 0.000 -0.003 -0.005 -0.701
C -0.021 -2.200 5.746 -0.001 0.004 0.007 -0.353
C 0.534 0.888 4.288 -0.029 -0.019 0.087 0.740
C 0.046 2.177 4.233 -0.003 0.014 0.010 -0.455
C 0.856 3.216 4.679 -0.012 -0.004 -0.057 -0.485
C 2.124 2.947 5.165 0.006 0.017 -0.018 -0.563
C 2.610 1.643 5.190 0.000 -0.004 0.007 -0.668
C 1.818 0.604 4.737 -0.012 -0.002 0.002 -0.286
H -2.682 -0.151 5.351 -0.001 0.000 0.000 0.451
H -3.315 -1.236 7.514 0.000 -0.001 0.000 0.400
H -1.825 -2.937 8.514 0.000 -0.001 0.000 0.380
H 0.281 -3.559 7.377 0.001 0.000 0.000 0.403
H 0.893 -2.476 5.233 0.003 0.002 0.001 0.391
H -0.918 2.391 3.789 0.006 -0.008 -0.016 0.369
H 0.505 4.231 4.554 0.009 0.000 0.001 0.366
H 2.763 3.764 5.473 0.001 0.000 0.003 0.365
H 3.619 1.443 5.530 -0.001 0.003 -0.004 0.353
H 2.203 -0.409 4.710 -0.002 -0.004 -0.009 0.106
```
Forces are in eV/Å.

Computed properties:
Highest occupied orbital energy = -1.28 eV
Gap between HOMO and LUMO = 4.21 eV
Energy relative to the best compared isomer or geometry (same formula, charge and spin) = 24.2 kJ/mol
Net charge = -2
E_tot = -22123.95754 Eh

Entry from the OMol25 dataset: C27H26F2O5 in the gas phase in a non-equilibrium geometry (wB97M-V/def2-TZVPD).

XYZ file:
```
60
Properties=species:S:1:pos:R:3:forces:R:3:nbo_charge:R:1
C -4.874 -0.145 7.065 0.056 -0.274 0.495 -0.629
C -5.256 0.842 6.004 -0.102 -0.251 -0.189 -0.070
O -5.287 0.092 4.754 -0.166 0.783 -0.444 -0.509
C -5.371 0.878 3.670 0.050 2.079 0.760 0.866
O -5.453 2.100 3.793 0.082 -1.725 -0.255 -0.633
C -5.284 0.173 2.307 -1.978 -0.807 0.832 -0.279
C -5.614 -1.308 2.619 -1.410 -1.417 -0.351 0.843
O -6.658 -1.847 2.268 1.486 0.880 0.625 -0.596
O -4.695 -1.986 3.336 -0.515 0.115 -0.602 -0.525
C -5.056 -3.383 3.541 0.085 0.333 -0.116 -0.076
C -4.271 -3.850 4.726 0.062 -0.263 0.641 -0.629
C -6.395 0.691 1.363 0.094 0.549 -0.229 -0.104
C -6.831 -0.098 0.288 -0.102 -0.069 -0.193 -0.080
C -7.808 0.345 -0.587 -0.329 0.764 0.055 -0.300
C -8.435 1.604 -0.379 0.406 -0.276 0.710 0.329
O -9.476 1.935 -1.190 -0.068 0.688 0.148 -0.498
C -10.133 3.210 -0.967 0.402 -0.749 -0.052 -0.257
C -7.972 2.421 0.671 -0.186 -0.403 -0.874 -0.346
C -6.910 1.988 1.458 0.018 -0.326 0.256 -0.126
C -3.936 0.382 1.650 1.510 0.140 -0.851 -0.267
C -2.777 0.239 2.635 0.424 0.469 -0.712 -0.047
C -2.673 1.229 3.612 0.263 0.103 0.244 -0.138
C -1.846 1.070 4.713 0.299 -0.419 -0.106 -0.311
C -1.022 -0.051 4.729 0.194 -0.190 0.505 0.399
F -0.264 -0.297 5.846 -0.362 0.199 -0.683 -0.336
C -0.919 -0.921 3.650 -0.092 0.394 -0.028 -0.289
C -1.780 -0.734 2.567 -0.066 -0.096 0.539 -0.181
C -3.829 -0.495 0.401 0.216 0.379 0.072 0.067
C -3.964 0.075 -0.871 -0.021 -0.149 0.275 -0.202
C -3.979 -0.721 -2.013 0.131 -0.311 0.298 -0.271
C -3.819 -2.096 -1.849 -0.146 -0.468 -0.337 0.394
F -3.849 -2.899 -2.963 0.049 0.597 0.745 -0.334
C -3.647 -2.701 -0.605 -0.020 0.514 -0.131 -0.272
C -3.647 -1.871 0.519 0.061 -0.309 -0.569 -0.252
H -4.773 0.389 8.013 -0.018 -0.073 0.013 0.218
H -5.644 -0.913 7.193 0.134 0.071 -0.051 0.213
H -3.914 -0.636 6.857 -0.240 0.175 -0.090 0.222
H -6.261 1.263 6.166 0.409 -0.006 -0.040 0.196
H -4.521 1.654 5.936 -0.303 -0.205 -0.159 0.198
H -6.135 -3.446 3.725 0.344 -0.044 -0.167 0.216
H -4.816 -3.935 2.620 -0.113 0.166 0.185 0.181
H -4.289 -4.942 4.771 0.039 0.050 0.010 0.216
H -3.228 -3.516 4.718 -0.187 -0.044 -0.144 0.221
H -4.748 -3.481 5.642 0.238 -0.011 -0.100 0.213
H -6.404 -1.089 0.113 -0.245 0.469 0.076 0.216
H -8.096 -0.281 -1.431 -0.093 0.226 0.229 0.225
H -10.834 3.281 -1.797 0.016 0.147 0.156 0.202
H -10.678 3.204 -0.008 0.221 -0.001 -0.297 0.183
H -9.421 4.052 -0.992 -0.220 -0.364 -0.035 0.182
H -8.415 3.391 0.880 0.153 -0.201 -0.164 0.218
H -6.501 2.681 2.183 -0.262 -0.241 -0.085 0.241
H -3.956 1.430 1.315 0.067 -0.210 0.072 0.242
H -3.232 2.156 3.505 -0.056 -0.397 0.171 0.232
H -1.870 1.780 5.537 0.251 -0.134 -0.170 0.233
H -0.192 -1.726 3.637 -0.036 0.195 0.146 0.233
H -1.658 -1.365 1.688 -0.146 0.106 0.359 0.228
H -4.091 1.157 -0.951 -0.021 -0.326 -0.053 0.225
H -4.124 -0.287 -2.998 0.071 -0.179 0.117 0.237
H -3.511 -3.778 -0.492 -0.050 0.340 -0.261 0.234
H -3.455 -2.311 1.490 -0.277 0.010 -0.198 0.236
```
Forces are in eV/Å.

Computed properties:
Highest occupied orbital energy = -8.24 eV
Gap between HOMO and LUMO = 8.90 eV
Energy relative to the best compared isomer or geometry (same formula, charge and spin) = 0.0 kJ/mol
SMILES = CCOC(=O)C(C(=O)OCC)(c1ccc(OC)cc1)C(c1ccc(F)cc1)c1ccc(F)cc1
E_tot = -1620.38436 Eh